Model one:
A cluster of 2 separate species, C11H11N in total. Source: the Open Molecules 2025 dataset; level of theory: ωB97M-V/def2-TZVPD.

The value obtained for the HOMO energy is -8.99 eV. As for the SMILES: c1ccccc1.c1ccncc1.

Each line ends with the Mulliken charge.
Positions of all 23 atoms, in Å:
C -2.854 -0.891 -2.836  -0.393
C -1.929 -1.858 -3.201  -0.419
C -0.604 -1.716 -2.765  -0.088
C -0.121 -0.611 -2.007  -0.589
C -1.108 0.291 -1.564  -0.163
C -2.512 0.064 -1.892  -0.461
H -3.858 -1.053 -3.223  0.318
H -2.345 -2.531 -3.840  0.424
H 0.055 -2.557 -3.176  0.230
H 0.863 -0.624 -1.557  0.394
H -0.944 1.149 -0.920  0.407
H -3.133 0.756 -1.353  0.349
C 2.502 0.544 3.370  -0.060
C 2.467 1.838 2.930  -0.452
C 1.573 2.154 1.942  -0.044
N 0.724 1.316 1.474  -0.309
C 0.605 0.093 2.032  -0.056
C 1.426 -0.390 3.009  -0.473
H 3.354 -0.008 4.025  0.229
H 3.102 2.664 3.328  0.301
H 1.486 3.215 1.527  0.303
H -0.096 -0.479 1.193  0.191
H 1.348 -1.364 3.502  0.361

---

Model two:
A structure of composition C11H11N. Source: the Open Molecules 2025 dataset; level of theory: ωB97M-V/def2-TZVPD.

The value obtained for the HOMO energy (alpha / beta) is -6.76 / -6.86 eV.

Each line ends with the Mulliken charge.
Positions of all 23 atoms, in Å:
C -2.111 1.971 0.030  -1.220
C 2.426 1.188 -0.905  -0.875
C 2.755 -0.084 -0.549  -0.007
C 0.354 1.950 0.412  -0.994
C -3.053 1.034 -0.237  -0.355
C -0.817 1.304 0.191  1.499
C -1.096 -0.097 -0.006  0.170
C -0.394 -1.173 0.241  0.040
C 1.755 1.471 0.428  0.231
C 2.074 -0.027 0.686  -1.047
C -0.260 -2.626 0.137  -1.345
N -2.552 -0.229 -0.226  -0.179
H -2.163 2.969 0.178  0.521
H 2.658 1.838 -1.626  0.611
H 3.303 -0.859 -1.147  0.398
H 0.424 3.075 0.591  0.214
H -4.100 1.336 -0.411  0.359
H 2.272 2.005 1.195  0.490
H 2.397 -0.544 1.670  0.228
H -0.865 -2.990 1.031  0.293
H 0.731 -2.973 0.208  0.324
H -0.501 -2.933 -0.806  0.398
H -2.917 -0.966 -0.738  0.245

---

Model three:
A cluster of 2 separate species, C11H11N in total. Source: the Open Molecules 2025 dataset; level of theory: ωB97M-V/def2-TZVPD.

The value obtained for the HOMO energy is -9.05 eV. As for the SMILES: c1ccccc1.c1ccncc1.

Each line ends with the Mulliken charge.
Positions of all 23 atoms, in Å:
C 2.267 -1.056 0.669  -0.142
C 1.873 0.100 1.362  -0.087
C 1.787 1.357 0.648  -0.430
C 1.909 1.198 -0.831  -0.122
C 2.145 -0.037 -1.461  -0.519
C 2.334 -1.150 -0.606  -0.389
H 2.525 -1.830 1.480  0.214
H 1.566 -0.107 2.576  0.161
H 1.841 2.349 1.181  0.371
H 2.132 2.168 -1.341  0.320
H 2.480 -0.111 -2.511  0.392
H 2.471 -2.155 -1.116  0.252
C -1.068 -0.275 -0.182  0.391
C -1.589 1.004 0.053  -0.102
C -3.043 1.219 -0.126  -0.292
N -3.931 0.196 -0.155  -0.555
C -3.407 -1.063 -0.108  -0.144
C -2.034 -1.198 -0.076  -0.446
H 0.021 -0.668 -0.173  0.043
H -1.110 2.052 0.200  0.187
H -3.484 2.203 -0.055  0.386
H -4.017 -1.996 0.491  0.200
H -1.668 -2.199 0.081  0.310

---

Which of them is least stable? Easy: model two.

---

Model one:
A structure of composition C6H15N. Source: the Open Molecules 2025 dataset; level of theory: ωB97M-V/def2-TZVPD.

The value obtained for the HOMO energy is -7.33 eV.

Each line ends with the Mulliken charge.
Positions of all 22 atoms, in Å:
C 0.439 -0.004 2.132  -0.658
C -0.852 1.762 0.906  -0.469
C -2.292 1.307 0.832  -0.955
N 1.644 -0.179 1.596  -0.210
H 1.828 -0.775 0.792  0.215
H 2.401 0.431 1.865  0.216
H -0.278 -0.750 1.776  0.193
H -0.236 1.165 1.923  0.332
H -0.302 1.640 -0.025  0.087
H -0.748 2.788 1.264  0.397
H -2.909 1.981 0.228  0.307
H -2.738 1.261 1.829  0.322
H -2.368 0.310 0.394  0.263
C 0.998 -0.377 -2.435  -1.086
C 0.257 -1.195 -1.426  0.184
C 0.644 -2.379 -0.969  -0.834
H -0.658 -0.755 -1.050  0.235
H 1.241 0.607 -2.029  0.247
H 0.379 -0.207 -3.319  0.313
H 1.920 -0.866 -2.749  0.327
H 0.069 -2.919 -0.229  0.304
H 1.562 -2.848 -1.306  0.270

---

Model two:
The molecule C6H15N. Source: the Open Molecules 2025 dataset; level of theory: ωB97M-V/def2-TZVPD.

The value obtained for the HOMO energy is -8.60 eV. As for the SMILES: CCC[C@H](C)NC.

Each line ends with the Mulliken charge.
Positions of all 22 atoms, in Å:
C 3.307 -0.155 0.022  -1.090
C 1.831 -0.546 -0.221  -0.519
C 0.815 0.602 0.236  -0.721
C -0.583 0.245 -0.263  0.069
C -1.269 1.696 -0.450  -1.315
N -1.375 -0.647 0.703  -0.408
C -2.593 -1.286 0.087  -0.763
H 3.325 0.770 0.654  0.337
H 3.860 0.174 -0.965  0.218
H 3.893 -0.996 0.379  0.319
H 1.555 -1.647 -0.094  0.403
H 1.570 -0.562 -1.299  0.292
H 1.101 1.586 -0.251  0.304
H 0.995 0.434 1.280  0.300
H -0.484 -0.397 -1.165  0.385
H -1.115 2.241 0.528  0.358
H -2.440 1.560 -0.533  0.321
H -1.131 2.192 -1.439  0.355
H -1.585 0.046 1.578  0.304
H -3.587 -0.684 0.313  0.220
H -2.902 -2.184 0.600  0.322
H -2.468 -1.340 -0.974  0.310

---

Model three:
A cluster of 2 separate species, C6H15N in total. Source: the Open Molecules 2025 dataset; level of theory: ωB97M-V/def2-TZVPD.

The value obtained for the HOMO energy is -8.75 eV.

Each line ends with the Mulliken charge.
Positions of all 22 atoms, in Å:
C 0.738 -0.594 0.845  -0.553
N 0.592 0.812 0.422  -0.424
C -0.119 1.615 1.413  -0.501
C -1.602 1.361 1.789  -1.090
C 0.147 -1.397 -0.239  -0.633
C 0.436 -0.199 -2.468  -1.213
C 0.900 -1.488 -1.541  -0.326
H 1.808 -0.815 0.804  0.372
H 0.291 -0.840 1.826  0.346
H -0.919 -1.055 -0.424  0.272
H 0.472 1.615 2.351  0.350
H 0.002 2.650 1.015  0.347
H -2.314 1.307 0.979  0.375
H -1.923 2.065 2.565  0.359
H -1.598 0.394 2.327  0.248
H -0.856 0.356 -0.348  0.049
H -0.005 -2.391 0.277  0.329
H 1.164 -0.071 -3.270  0.403
H -0.573 -0.409 -2.842  0.275
H 0.424 0.657 -1.811  0.414
H 0.979 -2.333 -2.255  0.320
H 1.955 -1.239 -1.416  0.282

---

Which of them is least stable? Easy: model three.